18
Properties=species:S:1:pos:R:3 method="wB97M-V/def2-TZVPD" spin_multiplicity=2 de_lowest_kcal_mol=25.36 homo_lumo_gap_ev="9.693 / 11.004" charge=0 homo_energy_ev="-8.65 / -11.10" e_tot_ev=-17899.4957
Cl -0.015 4.079 1.939
H 0.254 1.427 -0.514
C -0.367 0.809 -1.183
C -0.788 -0.493 -0.317
C -1.715 -0.003 0.817
C 0.586 -0.925 0.395
C 1.440 -1.827 -0.500
H -1.237 1.418 -1.439
H 0.150 0.551 -2.101
H -1.227 -1.343 -0.995
H -0.036 2.943 1.625
H -2.266 0.990 0.692
H -1.313 -0.080 1.840
H 1.106 0.037 0.600
H 0.443 -1.428 1.378
H 2.261 -2.327 0.037
H 0.821 -2.589 -0.979
H 1.902 -1.239 -1.295

***

20
Properties=species:S:1:pos:R:3 method="wB97M-V/def2-TZVPD" spin_multiplicity=1 de_lowest_kcal_mol=159.85 homo_lumo_gap_ev=7.733 charge=0 homo_energy_ev=-8.40 e_tot_ev=-38298.9847
C -1.142 -1.504 -0.903
C 0.779 0.038 -0.966
C 1.109 -2.576 -0.617
C -0.936 3.889 1.593
C 0.233 -1.286 -0.321
Si 0.143 -0.600 1.424
Cl -1.285 4.826 0.187
Cl 0.795 3.822 1.961
H -1.767 -0.630 -0.630
H -1.292 -1.645 -1.922
H -1.695 -2.339 -0.458
H 1.889 0.144 -0.730
H 0.209 0.808 -0.574
H 0.647 -0.008 -2.050
H 0.965 -3.157 0.307
H 0.831 -3.096 -1.557
H 2.091 -2.255 -0.763
H -1.432 4.457 2.330
H -1.135 2.769 1.491
H 0.992 -1.655 2.198

***

20
Properties=species:S:1:pos:R:3 method="wB97M-V/def2-TZVPD" spin_multiplicity=1 de_lowest_kcal_mol=3.77 homo_lumo_gap_ev=9.396 charge=0 homo_energy_ev=-8.65 e_tot_ev=-30224.5528
C -0.788 -1.744 -0.303
C -1.418 2.418 1.623
C 0.351 -2.007 -1.343
C 1.671 -1.253 -0.919
C 1.223 0.912 -0.465
N 1.634 0.110 -1.390
S -2.405 1.811 3.047
Cl 1.293 2.607 -1.091
H -1.719 -1.948 -0.694
H -0.704 -2.527 0.557
H -0.775 -0.667 -0.210
H -1.869 2.689 0.704
H -0.525 1.700 1.427
H -1.065 3.334 2.132
H 0.007 -1.832 -2.366
H 0.647 -3.065 -1.248
H 1.725 -1.271 0.213
H 2.521 -1.809 -1.326
H -1.669 2.318 4.010
H 1.865 0.223 -2.360

***

20
Properties=species:S:1:pos:R:3 method="wB97M-V/def2-TZVPD" spin_multiplicity=1 de_lowest_kcal_mol=44.09 homo_lumo_gap_ev=9.069 charge=0 homo_energy_ev=-8.43 e_tot_ev=-29237.2524
C -2.026 1.419 0.095
C 0.843 -0.806 1.776
C 2.254 -1.067 -0.868
C -2.100 0.027 -0.538
C -0.832 -0.330 -1.152
O 1.633 1.439 0.302
P 1.153 0.038 0.210
Cl -0.303 0.790 -2.373
H -0.959 1.757 0.104
H -2.495 2.089 -0.586
H -2.502 1.525 1.161
H 1.732 -0.501 2.430
H -0.064 -0.410 2.303
H 0.770 -1.924 1.822
H 3.067 -1.381 -0.245
H 1.657 -1.975 -1.057
H 2.658 -0.437 -1.689
H -2.921 -0.199 -1.314
H -2.162 -0.690 0.182
H -0.716 -1.409 -1.385

***

24
Properties=species:S:1:pos:R:3 method="wB97M-V/def2-TZVPD" spin_multiplicity=1 homo_lumo_gap_ev=1.753 charge=-1 homo_energy_ev=-1.15 e_tot_ev=-26992.1064
Cs 4.996 -4.328 2.022
O 3.515 -0.960 -3.200
C 3.655 0.429 -2.860
C 4.562 1.454 -3.662
O 5.579 0.899 -4.521
H 4.110 0.402 -1.870
H 2.656 0.764 -2.581
H 4.953 2.108 -2.882
H 3.890 2.008 -4.317
O -0.547 -1.388 3.341
S -1.933 -0.979 2.964
O -3.049 -0.974 3.925
O -1.869 0.470 2.276
C -3.023 1.000 1.768
C -2.724 1.268 0.260
C -2.408 -2.018 1.578
H -3.401 1.949 2.149
H -3.948 0.432 1.872
H -1.758 1.772 0.307
H -3.263 2.054 -0.269
H -2.649 0.349 -0.321
H -3.493 -2.035 1.472
H -2.062 -3.030 1.787
H -1.789 -1.645 0.762

***

36
Properties=species:S:1:pos:R:3 method="wB97M-V/def2-TZVPD" spin_multiplicity=4 homo_lumo_gap_ev="6.121 / 8.124" charge=-1 homo_energy_ev="-3.79 / -5.80" e_tot_ev=-90302.2487
V 13.516 14.668 -23.491
C 12.509 16.594 -19.837
F 12.143 15.317 -19.989
F 11.464 17.288 -19.394
F 13.471 16.652 -18.921
S 13.186 17.299 -21.455
O 12.759 18.666 -21.503
O 14.588 17.068 -21.391
N 12.428 16.323 -22.616
S 11.017 16.958 -23.071
O 10.347 16.014 -23.939
O 10.229 17.494 -21.998
C 11.414 18.380 -24.255
F 10.590 18.298 -25.311
F 11.202 19.567 -23.679
F 12.672 18.311 -24.671
F 15.265 15.774 -23.844
F 14.648 14.122 -21.690
C 15.329 12.882 -25.317
O 14.815 12.888 -24.017
H 16.159 13.567 -25.486
H 15.688 11.889 -25.648
H 14.494 13.061 -25.996
H 15.449 12.808 -23.292
C 11.604 14.792 -26.136
O 12.750 15.351 -25.489
H 10.891 15.577 -26.385
H 11.924 14.321 -27.074
H 11.126 14.050 -25.511
H 13.063 16.085 -26.022
C 11.244 13.281 -22.102
O 12.003 12.994 -23.315
H 10.359 12.641 -22.083
H 11.881 13.073 -21.246
H 10.916 14.313 -22.106
H 11.580 12.221 -23.685

***

20
Properties=species:S:1:pos:R:3 method="wB97M-V/def2-TZVPD" spin_multiplicity=1 de_lowest_kcal_mol=3.36 smiles="C/C(N)=[NH+]/C(C)(C)F" homo_lumo_gap_ev=11.077 charge=+1 homo_energy_ev=-14.47 e_tot_ev=-11070.0205
C 1.318 -2.221 -1.096
C 1.145 -0.802 -0.497
N 2.230 -0.070 -0.535
N -0.030 -0.470 0.088
C -0.588 0.767 0.612
C -1.877 1.326 -0.511
C -1.150 0.878 1.981
F 0.474 1.683 0.448
H 0.264 -2.621 -1.133
H 1.929 -2.160 -1.978
H 1.949 -2.608 -0.180
H 2.906 -0.476 -1.062
H 2.257 0.892 -0.485
H -0.726 -1.078 -0.215
H -1.779 2.415 -0.792
H -2.844 1.112 -0.038
H -1.741 0.732 -1.390
H -0.455 0.272 2.684
H -1.106 1.905 2.198
H -2.176 0.526 1.902

***

21
Properties=species:S:1:pos:R:3 method="wB97M-V/def2-TZVPD" spin_multiplicity=1 de_lowest_kcal_mol=128.24 homo_lumo_gap_ev=6.077 charge=0 homo_energy_ev=-7.28 e_tot_ev=-13676.5605
C -0.209 2.341 0.154
C -1.068 1.372 -0.849
O -1.281 1.840 -2.106
O -1.617 0.044 -0.545
C -1.220 -0.445 0.783
C 0.341 -0.925 0.915
C 0.890 -1.862 -0.313
N 0.986 -1.141 -1.659
H 0.943 2.148 -0.074
H -0.392 2.169 1.297
H -0.386 3.486 -0.129
H -1.898 -1.405 0.997
H -1.527 0.336 1.617
H 0.400 -1.598 1.897
H 1.060 -0.009 1.088
H 2.016 -2.143 -0.035
H 0.336 -2.916 -0.396
H 1.211 -0.124 -1.477
H 1.685 -1.627 -2.262
H 0.048 -1.221 -2.151
F -0.317 1.680 3.248